{
  "formula": "C64H62B2BrF2N8O20S2",
  "method": "ωB97M-V/def2-TZVPD",
  "species": ["C", "C", "C", "C", "C", "C", "C", "C", "C", "C", "C", "C", "N", "C", "O", "F", "C", "O", "F", "C", "C", "C", "N", "C", "O", "O", "C", "C", "C", "C", "B", "O", "O", "C", "C", "C", "O", "Br", "C", "S", "C", "B", "C", "O", "S", "H", "H", "H", "H", "H", "H", "H", "H", "H", "H", "H", "H", "H", "H", "H", "H", "H", "H", "H", "H", "H", "H", "H", "H", "H", "H", "H", "H", "H", "H", "H", "H", "C", "C", "C", "C", "C", "C", "N", "O", "O", "H", "H", "H", "H", "H", "C", "C", "C", "C", "C", "C", "N", "O", "O", "H", "H", "H", "H", "H", "C", "C", "C", "C", "C", "C", "N", "O", "O", "H", "H", "H", "H", "H", "C", "C", "C", "C", "C", "C", "N", "O", "O", "H", "H", "H", "H", "H", "C", "C", "C", "C", "C", "C", "N", "O", "O", "H", "H", "H", "H", "H", "C", "C", "C", "C", "C", "C", "N", "O", "O", "H", "H", "H", "H", "H"],
  "positions_angstrom": [[-6.0799, -0.1405, 6.0086], [-5.9328, -0.9101, 4.6822], [-5.0453, -2.1615, 4.7781], [-4.2747, -2.3761, 3.4870], [-3.3430, -3.5875, 3.5006], [-2.1730, -3.4991, 4.5051], [-0.8439, -3.1575, 3.8241], [-0.8463, -1.8807, 3.0111], [-0.7071, -2.0161, 1.6339], [-0.6984, -0.8989, 0.8232], [-0.8158, 0.3943, 1.3163], [-0.9258, 0.5269, 2.7114], [-0.9896, 1.9014, 3.2122], [-2.2390, 2.4023, 3.5897], [-2.4350, 3.3605, 4.2503], [-3.2237, 1.7165, 3.0778], [0.0514, 2.2213, 4.1126], [1.1812, 2.1835, 3.8167], [-0.2901, 2.5455, 5.3468], [-0.9409, -0.5939, 3.5637], [-0.9834, -0.4568, 5.0726], [-2.3276, 0.0265, 5.6684], [-0.8232, 1.5160, 0.4203], [-2.1271, 1.6676, -0.2941], [-2.0112, 2.0055, -1.4884], [-3.1424, 1.5106, 0.3870], [0.2743, 1.4764, -0.5112], [0.5751, 0.3056, -1.2130], [1.6585, 0.2084, -2.0847], [1.9772, -1.0945, -2.7783], [1.7864, -1.0888, -4.3457], [0.8002, -0.3766, -4.9700], [2.6450, -1.8385, -5.1445], [2.4514, 1.3531, -2.2661], [3.6652, 1.2784, -3.1797], [4.9518, 1.3826, -2.3633], [5.1545, 0.6818, -1.4461], [6.2999, 2.6910, -2.9160], [2.1077, 2.5401, -1.6164], [3.0721, 4.0202, -1.8755], [1.0182, 2.6289, -0.7354], [0.6511, 4.0376, -0.1070], [0.6560, 4.4184, 1.4023], [0.2482, 5.0220, -1.0273], [-0.5014, -1.0675, -0.9148], [-5.5732, -0.6672, 6.8162], [-7.1201, -0.0158, 6.2962], [-5.6107, 0.8374, 5.9496], [-6.9189, -1.1592, 4.2988], [-5.4934, -0.2361, 3.9488], [-4.4035, -2.1108, 5.6533], [-5.7045, -3.0209, 4.9204], [-3.7069, -1.4977, 3.1804], [-5.0155, -2.5470, 2.7044], [-3.9296, -4.4745, 3.7388], [-2.9460, -3.7118, 2.4946], [-2.4030, -2.8487, 5.3434], [-2.0572, -4.4973, 4.9298], [-0.5865, -3.9881, 3.1744], [-0.0613, -3.0638, 4.5800], [-0.6086, -2.9929, 1.1842], [-0.1810, 0.1825, 5.4204], [-0.7816, -1.4132, 5.5334], [-3.1244, -0.0009, 4.9374], [-2.5769, -0.5263, 6.5670], [-2.2285, 1.0671, 5.9690], [2.9975, -1.3679, -2.4985], [1.3576, -1.8991, -2.3827], [1.1565, 0.0364, -5.7635], [3.5194, -1.8264, -4.7439], [3.6319, 2.0226, -3.9678], [3.7442, 0.2845, -3.6032], [2.1796, 4.8657, -2.3937], [-0.1266, 3.8534, 1.8955], [1.6110, 4.2799, 1.9001], [0.3757, 5.4691, 1.4876], [-0.6433, 4.8022, -1.3323], [-9.3703, 3.7565, 10.0338], [-8.4887, 4.0035, 8.9901], [-8.6204, 3.3184, 7.7928], [-9.6409, 2.3958, 7.6613], [-10.5243, 2.1313, 8.6908], [-10.3842, 2.8191, 9.8853], [-9.7935, 1.6816, 6.3827], [-8.9880, 1.9264, 5.5118], [-10.7140, 0.8934, 6.2832], [-9.2673, 4.2966, 10.9660], [-7.6983, 4.7317, 9.1071], [-7.9368, 3.5050, 6.9777], [-11.3116, 1.4027, 8.5681], [-11.0682, 2.6254, 10.7001], [9.7973, 1.3548, -1.2429], [9.3794, 0.1097, -1.6955], [10.0403, -0.4964, -2.7541], [11.1146, 0.1521, -3.3369], [11.5394, 1.3940, -2.9015], [10.8714, 1.9959, -1.8481], [11.8313, -0.4995, -4.4429], [11.4282, -1.5819, -4.8206], [12.7907, 0.0788, -4.9163], [9.2814, 1.8262, -0.4185], [8.5421, -0.3849, -1.2274], [9.7198, -1.4629, -3.1135], [12.3762, 1.8878, -3.3723], [11.1900, 2.9675, -1.4958], [-0.8936, -4.5129, -6.1979], [-0.8855, -3.4591, -5.2931], [-1.5685, -3.5703, -4.0931], [-2.2489, -4.7448, -3.8185], [-2.2763, -5.8013, -4.7109], [-1.5910, -5.6782, -5.9099], [-2.9594, -4.8849, -2.5359], [-2.9434, -3.9437, -1.7743], [-3.5204, -5.9438, -2.3178], [-0.3537, -4.4240, -7.1320], [-0.3466, -2.5497, -5.5207], [-1.5587, -2.7459, -3.3932], [-2.8141, -6.7053, -4.4809], [-1.5982, -6.4951, -6.6169], [10.7164, -2.8816, 4.1265], [9.9877, -3.3202, 3.0291], [9.3290, -2.4064, 2.2228], [9.4156, -1.0617, 2.5302], [10.1308, -0.6062, 3.6216], [10.7845, -1.5270, 4.4240], [8.7358, -0.0866, 1.6649], [8.1001, -0.5195, 0.7243], [8.8556, 1.0898, 1.9400], [11.2334, -3.5977, 4.7517], [9.9339, -4.3753, 2.7995], [8.7601, -2.7419, 1.3687], [10.1818, 0.4485, 3.8465], [11.3497, -1.1870, 5.2807], [-0.4504, 9.7253, -4.9430], [-0.1496, 10.2834, -3.7076], [0.7992, 9.6909, -2.8903], [1.4362, 8.5461, -3.3293], [1.1461, 7.9722, -4.5522], [0.1939, 8.5694, -5.3625], [2.4581, 7.9232, -2.4731], [2.6770, 8.4325, -1.3954], [3.0191, 6.9340, -2.9023], [-1.1898, 10.1925, -5.5804], [-0.6543, 11.1820, -3.3804], [1.0358, 10.1185, -1.9276], [1.6511, 7.0734, -4.8732], [-0.0442, 8.1330, -6.3226], [-6.5931, -5.8625, -9.9872], [-6.3224, -5.4137, -8.7015], [-5.4890, -6.1461, -7.8719], [-4.9364, -7.3198, -8.3503], [-5.1982, -7.7859, -9.6251], [-6.0347, -7.0486, -10.4466], [-4.0336, -8.0850, -7.4780], [-3.8442, -7.6505, -6.3602], [-3.5256, -9.0928, -7.9274], [-7.2405, -5.2853, -10.6342], [-6.7579, -4.4908, -8.3449], [-5.2739, -5.8014, -6.8710], [-4.7586, -8.7070, -9.9775], [-6.2487, -7.3973, -11.4475]],
  "homo_ev": -5.2,
  "gap_ev": 5.7,
  "e_tot_ev": -218737.1134,
  "total_charge": -1
}